C6H12O | ωB97M-V/def2-TZVPD

```
! wB97M-V def2-TZVPD RIJCOSX def2/J DEFGRID3
* xyz 0 1
C 1.30295 0.98870 0.66753
C 0.57973 -0.37166 0.20180
C 1.65989 -1.03236 -0.66570
C -0.75057 -0.32906 -0.57229
C -2.08466 -0.73900 0.03240
C -1.78049 0.70310 -0.19091
O -1.49135 1.48462 0.91843
H 0.86961 1.80109 1.27916
H 2.13526 0.65237 1.28910
H 1.69883 1.50386 -0.21256
H 0.42121 -0.97173 1.10623
H 2.64482 -0.88637 -0.21161
H 1.67658 -0.55791 -1.65460
H 1.50943 -2.10402 -0.81409
H -0.66139 -0.53451 -1.63970
H -2.82615 -1.21480 -0.60526
H -2.10145 -1.07391 1.06699
H -2.27391 1.24175 -0.99834
H -0.53546 1.40041 1.03208
*
```

The SMILES is CC(C)[C@H]1C[C@H]1O. As for the relative energy (zero: lowest compared OMol25 entry of this formula, charge and spin): 1.870 eV. The LUMO energy comes out at 1.040 eV. The highest occupied orbital energy is -9.46 eV.

Mulliken atomic charge list, values in e, 2 entries:
1. C -1.3052
2. C 0.5504